(1)
# C18H33ClHfIO3Si3

C18H33ClHfIO3Si3 as an isolated structure (the ωB97M-V functional and the def2-TZVPD basis, OMol25).

Geometry (Å):
Hf1 1.260 -0.648 -0.290
Cl1 -1.144 -4.902 5.252
C1 -0.464 -3.748 4.168
C2 0.052 -2.544 4.667
C3 0.600 -1.606 3.822
C4 0.645 -1.823 2.446
O1 1.188 -0.905 1.651
C5 0.115 -3.032 1.939
C6 0.039 -3.334 0.549
O2 0.277 -2.555 -0.404
C7 -0.420 -3.993 2.824
H1 0.023 -2.361 5.733
H2 1.018 -0.685 4.208
H3 -0.274 -4.348 0.289
H4 -0.810 -4.922 2.426
C8 1.201 -1.306 -3.596
O3 0.938 -0.511 -2.426
Si1 -0.241 0.820 -2.412
C9 -1.746 0.175 -3.284
C10 0.519 2.135 -3.475
C11 -0.246 1.001 -0.579
Si2 -1.920 0.703 0.256
C12 -1.898 0.809 2.124
C13 -3.170 1.976 -0.310
C14 -2.573 -1.019 -0.188
Si3 0.795 2.419 0.072
C15 2.556 1.747 -0.312
C16 0.822 2.569 1.934
C17 0.534 4.109 -0.659
H5 1.760 -0.713 -4.318
H6 0.261 -1.637 -4.034
H7 1.790 -2.170 -3.303
H8 -1.562 0.133 -4.360
H9 -2.587 0.854 -3.127
H10 -2.056 -0.815 -2.947
H11 0.631 1.763 -4.497
H12 1.497 2.471 -3.126
H13 -0.143 3.004 -3.516
H14 -1.869 1.845 2.463
H15 -1.072 0.278 2.598
H16 -2.830 0.371 2.493
H17 -2.812 2.990 -0.105
H18 -4.114 1.844 0.226
H19 -3.384 1.909 -1.378
H20 -1.945 -1.555 -0.899
H21 -3.565 -0.936 -0.640
H22 -2.682 -1.642 0.705
H23 2.876 1.083 0.510
H24 3.324 2.519 -0.349
H25 2.625 1.222 -1.280
H26 0.921 1.596 2.415
H27 -0.065 3.060 2.336
H28 1.686 3.178 2.215
H29 0.779 4.158 -1.719
H30 1.164 4.830 -0.130
H31 -0.506 4.423 -0.538
I1 4.905 -0.947 -0.308
C18 3.040 -2.019 -0.563
H32 3.187 -2.564 -1.494
H33 3.069 -2.757 0.242

Strongest force on any atom (eV/Å): 0.8
ΔE to the lowest compared entry with this formula, charge and spin (kcal/mol): 0.00
Charge: +1
Gap between HOMO and LUMO (eV): 6.55
Electronic energy (eV): -70906.8648


(2)
# H16O8

H16O8 as an isolated structure in a non-equilibrium geometry (the ωB97M-V functional and the def2-TZVPD basis, OMol25).

Geometry (Å):
O1 -0.501 2.832 -0.538
H1 -0.409 1.910 -0.298
H2 -0.499 2.832 -1.495
O2 0.426 0.142 2.182
H3 0.209 0.604 1.372
H4 0.244 -0.778 1.988
O3 1.512 2.207 -2.459
H5 2.467 2.244 -2.407
H6 1.301 1.280 -2.347
O4 0.059 0.419 0.099
H7 -0.518 -0.342 0.039
H8 0.622 0.355 -0.673
O5 -2.378 0.079 0.773
H9 -2.222 -0.853 0.619
H10 -2.396 0.165 1.726
O6 -1.014 -1.422 2.055
H11 -0.694 -2.205 2.501
H12 -1.357 -1.743 1.221
O7 -0.144 -2.384 0.119
H13 0.356 -2.384 -0.697
H14 0.507 -2.214 0.800
O8 1.258 0.051 -1.399
H15 1.269 -0.333 -2.276
H16 1.898 -0.462 -0.905

Strongest force on any atom (eV/Å): 13.1
ΔE to the lowest compared entry with this formula, charge and spin (kcal/mol): 236.46
Gap between HOMO and LUMO (eV): 7.50
Electronic energy (eV): -16631.7568


(3)
# C29H41Cl5P2Sc

C29H41Cl5P2Sc as an isolated structure in a non-equilibrium geometry (the ωB97M-V functional and the def2-TZVPD basis, OMol25).

Geometry (Å):
Sc1 0.409 0.094 0.002
C1 -0.953 -0.944 2.014
C2 -0.646 -1.983 1.070
C3 1.336 -1.223 1.976
C4 0.275 -0.451 2.559
C5 0.768 -2.175 1.075
C6 -2.294 -0.665 2.603
H1 -3.104 -1.092 2.000
H2 -2.458 0.417 2.678
H3 -2.394 -1.065 3.631
C7 0.446 0.374 3.754
H4 -0.428 0.995 3.944
H5 1.472 1.185 3.637
H6 0.667 -0.212 4.656
C8 2.740 -1.308 2.462
H7 2.957 -0.540 3.211
H8 3.440 -1.195 1.624
H9 2.941 -2.293 2.921
C9 1.469 -3.359 0.503
H10 1.267 -4.276 1.078
H11 2.552 -3.216 0.524
H12 1.136 -3.543 -0.522
C10 -1.609 -2.985 0.515
H13 -1.975 -3.686 1.292
H14 -1.127 -3.584 -0.276
H15 -2.489 -2.494 0.078
C11 -4.597 1.381 -0.671
C12 -5.639 0.550 -0.850
C13 -5.688 -0.623 -1.775
C14 -4.957 -0.458 -3.140
C15 -3.542 -0.971 -3.148
C16 -2.716 -1.101 -2.105
C17 -2.477 -0.053 -1.051
C18 -3.221 1.281 -1.277
H16 -6.745 -0.804 -2.026
H17 -5.025 0.596 -3.463
H18 -5.349 -1.552 -1.295
H19 -3.238 1.550 -2.351
H20 -4.749 2.318 -0.135
H21 -6.568 0.741 -0.300
H22 -2.649 2.065 -0.741
H23 -2.720 -0.440 -0.062
H24 -1.985 -1.917 -2.056
H25 -1.375 0.204 -1.043
H26 -5.530 -1.061 -3.869
H27 -3.206 -1.255 -4.161
P1 0.627 1.236 -2.326
C19 0.807 3.034 -2.496
C20 0.394 0.855 -4.160
P2 2.113 -0.880 -1.342
C21 2.376 0.611 -2.345
C22 1.546 -2.157 -2.575
C23 3.849 -1.212 -0.960
H28 1.692 3.416 -1.976
H29 -0.093 3.456 -2.031
H30 0.826 3.325 -3.557
H31 0.732 1.732 -4.748
H32 -0.677 0.682 -4.331
H33 0.954 -0.041 -4.489
H34 3.912 -2.151 -0.411
H35 4.255 -0.436 -0.299
H36 4.417 -1.206 -1.885
H37 3.079 1.317 -1.888
H38 2.717 0.314 -3.345
H39 1.807 -3.180 -2.259
H40 2.006 -1.972 -3.553
H41 0.454 -2.140 -2.725
Cl1 2.403 1.628 6.306
C24 2.940 2.380 4.850
C25 2.404 1.974 3.644
C26 2.897 2.461 2.471
Cl2 2.218 1.899 0.863
C27 3.929 3.410 2.457
Cl3 4.570 3.942 0.964
C28 4.424 3.925 3.683
Cl4 5.571 5.185 3.687
C29 3.926 3.397 4.894
Cl5 4.504 3.972 6.391

Strongest force on any atom (eV/Å): 4.0
ΔE to the lowest compared entry with this formula, charge and spin (kcal/mol): 0.00
Charge: +1
Gap between HOMO and LUMO (spin up / spin down) (eV): 5.49 / 7.19
Electronic energy (eV): -132618.0938